# C3H3N3S2

A single C3H3N3S2 molecule (ωB97M-V/def2-TZVPD, the OMol25 dataset).

The geometry in XYZ format:
```
11
Properties=species:S:1:pos:R:3:forces:R:3
S -0.6175 -0.9464 1.4619 -0.88 -0.37 1.18
S 0.4563 2.2658 -0.8149 0.15 0.52 0.01
N 1.0673 -1.5607 -0.5676 0.52 -1.98 3.10
N -0.5696 -0.1254 -1.1370 -1.22 -1.39 -2.89
N -0.7499 0.6996 0.9536 0.05 -1.27 -0.25
C 0.8520 -1.6179 0.7563 -1.35 2.45 -6.08
C -0.2974 0.9189 -0.3056 0.42 -0.48 -0.68
C 0.0266 -1.2184 -1.4309 -0.02 0.56 2.28
H -0.2075 -2.1145 -2.1470 -0.04 2.45 0.90
H -0.5496 1.4088 1.6195 0.43 0.50 0.60
H 1.6153 -1.9947 1.3132 1.95 -0.98 1.83
```
Forces are in eV/Å.

Output
E_LUMO	-0.79	eV
max |F|	6.694	eV/Å
structure (SMILES)	S=C1N=CN=CSN1
orbital gap	7.9	eV
HOMO energy	-8.74	eV